{"formula": "C4H8CuO4", "method": "ωB97M-V/def2-TZVPD", "elements": ["O", "C", "C", "O", "C", "H", "H", "H", "H", "H", "H", "H", "O", "C", "O", "Cu", "H"], "xyz": [[-1.06239, -0.52500, -1.80156], [-1.73389, -1.21897, -0.83783], [-0.85235, -1.68778, 0.31866], [-0.28933, -0.56463, 0.97770], [0.62854, -0.86853, 1.99627], [-2.23858, -2.14553, -1.21128], [-2.56849, -0.61361, -0.36003], [-0.03083, -2.31977, -0.07005], [-1.44790, -2.26918, 1.04956], [1.60538, -1.15446, 1.56920], [0.76324, 0.03721, 2.60138], [0.26242, -1.68964, 2.63613], [-0.42560, 3.00686, 0.24194], [0.80269, 3.24865, 0.12734], [1.68747, 2.40507, -0.16714], [0.00786, 0.95323, -0.62379], [1.15646, 4.24678, 0.48950]], "atomic_forces_ev_per_a": [[0.6, 0.5, 0.8], [-0.4, 0.4, 0.2], [0.1, -0.6, 0.0], [-0.3, 0.1, 0.3], [0.2, 0.0, 0.0], [0.2, 0.1, 0.0], [0.4, -0.3, -0.2], [-0.2, 0.1, 0.0], [0.1, 0.1, -0.1], [-0.2, 0.0, 0.1], [0.0, -0.2, -0.2], [0.0, 0.2, -0.1], [0.5, 0.2, -0.5], [-0.1, -0.4, 1.4], [-0.4, 0.1, -0.4], [-0.4, -0.2, -0.8], [-0.1, -0.1, -0.5]], "total_charge": -1, "spin_multiplicity": 1, "gap_ev": 7.2}

---

{"formula": "C4H9NO3", "method": "ωB97M-V/def2-TZVPD", "elements": ["C", "C", "C", "C", "N", "O", "O", "O", "H", "H", "H", "H", "H", "H", "H", "H", "H"], "xyz": [[0.82888, -0.59566, 1.51131], [0.20122, 0.56310, -0.58835], [-1.78163, 0.63955, -1.47998], [-0.28717, 0.53981, 0.79886], [0.46010, -0.74204, -0.95118], [0.98210, -1.58391, 0.61545], [1.98630, 0.12916, 1.80418], [-2.07987, -0.57288, -1.46921], [2.74262, -0.47169, 1.81653], [-0.42851, -1.26982, -1.09995], [1.18189, -0.92207, -1.63835], [0.36292, -0.97989, 2.42719], [1.00158, 1.25697, -0.81968], [-1.41064, 1.13364, -2.39397], [-2.27477, 1.35214, -0.79994], [-0.24627, 1.49021, 1.31849], [-1.23875, 0.03337, 0.94860]], "atomic_forces_ev_per_a": [[-0.9, 0.0, -1.4], [1.0, -1.4, 0.5], [-1.1, -0.9, -0.8], [0.8, -0.9, 0.8], [-0.9, 1.6, -0.4], [0.0, 0.5, 0.8], [0.5, 0.3, 0.0], [0.1, 1.1, 0.1], [-0.2, 0.0, 0.0], [0.5, 0.0, 0.2], [0.0, 0.0, 0.1], [-0.2, 0.1, -0.2], [0.0, 0.0, 0.0], [0.2, -0.2, 0.1], [0.3, -0.1, 0.3], [0.0, 0.1, 0.0], [0.0, 0.0, -0.1]], "total_charge": 0, "spin_multiplicity": 1, "gap_ev": [8.4, 8.4]}